Entry 1:
{"formula": "C14H16N6S", "method": "the ωB97M-V functional and the def2-TZVPD basis", "spin_multiplicity": 1, "homo_ha": -0.284, "charge": 0, "lumo_ev": 0.37, "smiles": "c1cc2[nH]ncc2cc1Nc1nnc([C@@H]2CCCNC2)s1", "e_tot_ev": -34552.4415, "elements": ["S", "N", "N", "N", "N", "N", "N", "C", "C", "C", "C", "C", "C", "C", "C", "C", "C", "C", "C", "C", "C", "H", "H", "H", "H", "H", "H", "H", "H", "H", "H", "H", "H", "H", "H", "H", "H"], "positions_angstrom": [[-1.5468, -0.1625, -1.0365], [0.6081, 0.0692, 0.2970], [0.0273, -2.1782, -0.2835], [3.3773, -5.7726, 2.3051], [0.1075, 1.3004, 0.1577], [-2.5918, 4.7838, -0.0136], [2.9316, -6.9727, 1.7895], [-1.7308, 2.6724, -0.8866], [-2.0005, 3.4894, 0.3621], [0.9450, -2.9754, 0.4187], [2.7063, -4.6843, 1.7480], [0.8591, -4.3646, 0.2023], [-0.1503, -0.8104, -0.2823], [2.8434, -3.3286, 1.9587], [-1.0286, 1.3951, -0.5084], [1.7375, -5.1899, 0.8810], [-1.7929, 5.5962, -0.8903], [-1.5319, 4.7934, -2.1836], [-0.8680, 3.4802, -1.8947], [1.9505, -6.6265, 0.9781], [1.9204, -2.4645, 1.3282], [-2.4897, 4.6030, -2.6737], [-0.7994, 2.9126, -2.8178], [-3.5438, 4.6522, -0.3768], [2.0461, -1.3913, 1.5406], [0.1185, 3.6486, -1.4160], [3.5654, -2.8985, 2.6419], [1.3020, -7.3326, 0.4748], [4.0941, -5.6506, 3.0315], [-2.6517, 2.9759, 1.0557], [-0.8492, 5.7714, -0.3712], [-2.7045, 2.4798, -1.2942], [-2.3008, 6.5299, -1.0887], [-0.7496, -2.6702, -0.7249], [-1.0456, 3.6351, 0.9271], [0.1498, -4.7276, -0.5229], [-0.9136, 5.4126, -2.8322]]}

***

Entry 2:
{"formula": "C56H66N6O2PTi", "method": "the ωB97M-V functional and the def2-TZVPD basis", "spin_multiplicity": 1, "homo_ha": -0.121, "charge": -1, "lumo_ev": 2.09, "e_tot_ev": -104590.7587, "elements": ["Ti", "P", "O", "O", "N", "N", "N", "N", "N", "N", "C", "C", "C", "C", "C", "C", "C", "C", "C", "C", "C", "C", "C", "C", "C", "C", "C", "C", "C", "C", "C", "C", "C", "C", "C", "C", "C", "C", "C", "C", "C", "C", "C", "C", "C", "C", "C", "C", "C", "C", "C", "C", "C", "C", "C", "C", "C", "C", "C", "C", "C", "C", "C", "C", "C", "C", "H", "H", "H", "H", "H", "H", "H", "H", "H", "H", "H", "H", "H", "H", "H", "H", "H", "H", "H", "H", "H", "H", "H", "H", "H", "H", "H", "H", "H", "H", "H", "H", "H", "H", "H", "H", "H", "H", "H", "H", "H", "H", "H", "H", "H", "H", "H", "H", "H", "H", "H", "H", "H", "H", "H", "H", "H", "H", "H", "H", "H", "H", "H", "H", "H", "H"], "positions_angstrom": [[0.5822, 0.2372, 0.2020], [-2.2213, 0.7923, 1.2502], [0.3412, 0.5232, 4.2140], [0.4765, 0.8933, 2.0289], [2.0599, -1.1968, -0.3436], [-0.1651, -1.4450, 1.0130], [-0.5943, -3.7079, 1.1694], [-0.0496, 2.1462, -0.6873], [-0.5451, -0.4736, -1.4727], [2.4461, 1.3639, 0.4727], [-2.2893, -0.8973, -2.8920], [3.3815, -1.3609, 0.0173], [3.5592, 2.9793, 1.7160], [-4.7889, -0.5868, -2.8443], [0.0025, -3.9057, 2.4801], [2.7871, -3.2474, -1.0311], [-4.0401, 4.4408, 0.8031], [-1.2491, -3.5099, -4.7359], [-1.8621, -3.4196, -3.3390], [-3.7910, -0.1373, 1.1444], [-5.0497, 0.2968, 1.5435], [0.8165, -6.0445, 1.4903], [5.2710, -4.0094, 1.1216], [0.4568, 3.3698, -0.4029], [2.4546, 2.6630, 0.8194], [4.2443, 1.8314, 1.8930], [-1.5992, -2.1055, -2.6759], [1.7083, -2.3718, -0.9360], [5.2266, -3.1668, -0.1535], [0.0309, 5.8865, -0.9670], [-1.1744, 2.3937, -1.4894], [-6.0112, -1.8119, 0.8955], [-3.7379, 3.0935, 0.7062], [-0.2168, -6.0389, 0.3553], [-2.2407, 4.7295, 2.3601], [-1.1812, -4.8536, 0.5125], [4.7278, 5.1734, 1.3487], [-0.3531, 4.4390, -1.0022], [-1.6671, 0.3248, 2.9306], [3.2442, -4.4495, -3.1924], [-3.6556, -1.4231, 0.6161], [-2.4382, 4.3896, -2.5468], [4.8800, 1.2683, 4.2330], [1.5644, 3.6349, 0.3773], [3.8676, -2.5922, -0.4096], [0.2600, -2.7229, -1.0026], [3.5801, 0.8177, 1.0938], [-0.1753, 0.5839, 3.1178], [-3.5289, -0.6889, -3.7048], [-0.2092, -2.5720, 0.4579], [-2.8771, 5.8268, -2.2785], [-1.6309, 0.0670, -2.1296], [4.0583, -0.4175, 0.8283], [-0.5565, -1.7914, -1.8093], [0.8041, 6.3008, -2.2159], [2.8334, -4.5709, -1.7254], [5.3863, 1.5760, 2.8219], [0.2247, -5.3946, 2.7365], [3.8557, 4.3317, 2.2799], [-1.9209, 1.4498, -2.1104], [-1.9548, 3.3735, 2.2836], [-3.2911, 5.2661, 1.6333], [-2.7109, 2.5329, 1.4688], [-6.1542, -0.5339, 1.4150], [-4.7564, -2.2568, 0.5021], [-1.3588, 3.8298, -1.6661], [-4.6328, -3.2513, 0.0900], [-1.5676, -4.5307, -0.4543], [0.2895, -5.9914, -0.6092], [-7.1290, -0.1796, 1.7278], [-5.6828, -0.4454, -3.4570], [5.5287, -3.7862, -1.0040], [-2.7764, 1.7749, -2.6895], [-0.7170, -5.8889, 2.9968], [1.8593, -5.0620, -1.6701], [5.6886, 4.6852, 1.1772], [1.7001, 5.6898, -2.3290], [-4.7148, 0.2470, -2.1439], [5.0459, -3.3948, 1.9945], [-1.6635, -2.7408, -5.3898], [-2.1638, 6.5519, -2.6719], [-3.5188, 6.3232, 1.7023], [-2.6795, -1.7613, 0.2905], [-1.8037, -0.7563, 3.0136], [3.5335, -5.2360, -1.2080], [-3.4342, 0.2120, -4.3199], [-2.0609, -5.1729, 1.0860], [4.2464, 5.2936, 0.3774], [1.1487, -7.0643, 1.6969], [0.9696, -3.3927, 2.4830], [-0.7910, -6.9705, 0.3577], [0.8854, -5.5050, 3.5990], [4.3504, 4.2198, 3.2478], [0.1547, -3.7390, -1.3755], [-4.8532, 4.8507, 0.2158], [5.6926, 0.9328, 4.8802], [-4.9197, -1.4880, -2.2448], [0.6438, 6.0853, -0.0871], [-6.8753, -2.4580, 0.7946], [-0.8553, 6.5114, -0.8544], [6.2499, -4.4729, 1.2687], [-0.1715, -3.3448, -4.6848], [6.0540, 2.4425, 2.8409], [4.4250, 2.1514, 4.6830], [5.9694, -2.3665, -0.0893], [-3.8368, 6.0195, -2.7610], [-4.3041, 2.4673, 0.0259], [3.2474, -5.4214, -3.6916], [1.7012, -5.4763, 1.1879], [-3.3122, 3.7374, -2.4715], [1.1062, 7.3487, -2.1686], [-2.1069, 4.3080, -3.5896], [-1.6333, 5.3657, 2.9923], [-2.9418, -3.5940, -3.4038], [-1.4668, -4.2361, -2.7276], [1.7864, 4.6593, 0.6242], [-2.9927, 6.0109, -1.2119], [4.1118, 0.4955, 4.2011], [-2.2367, 0.8111, 3.7274], [4.9963, -0.7214, 1.2755], [4.2417, -4.0149, -3.2790], [2.5555, -3.7894, -3.7223], [4.5193, -4.8002, 1.0827], [0.1972, 6.1608, -3.1122], [-1.4297, -4.4844, -5.1941], [4.9155, 6.1662, 1.7630], [-1.1178, 2.9814, 2.8483], [-0.5959, -3.4538, 3.2802], [5.9833, 0.7355, 2.4606], [-3.6430, -1.5169, -4.4109], [2.9203, 4.8603, 2.4786], [-5.1748, 1.2867, 1.9665]]}

***

Entry 3:
{"formula": "C5H15N2OP", "method": "the ωB97M-V functional and the def2-TZVPD basis", "spin_multiplicity": 1, "homo_ha": -0.317, "charge": 0, "lumo_ev": 0.26, "smiles": "CCNCC.CNP=O", "e_tot_ev": -19743.4441, "elements": ["P", "O", "N", "N", "C", "C", "C", "C", "C", "H", "H", "H", "H", "H", "H", "H", "H", "H", "H", "H", "H", "H", "H", "H"], "positions_angstrom": [[2.3367, -1.7120, -1.6555], [1.4654, -2.8129, -1.9689], [-0.4559, 0.1879, 0.6499], [1.9791, -0.5350, -2.7774], [0.0380, 0.3846, 1.9668], [-2.5183, -1.5376, 0.4082], [-1.9346, -0.0009, 0.6437], [2.7759, 0.6342, -2.7802], [-0.5035, 1.8226, 2.4072], [1.5117, -0.9170, -3.5831], [-1.9570, -2.2423, 1.0285], [3.0388, 0.8610, -1.7180], [-2.5412, -1.8475, -0.7028], [-1.5933, 1.8859, 2.0371], [-0.2945, -0.2752, 2.7813], [1.0828, 0.4730, 1.9887], [2.2871, 1.5230, -3.1094], [3.6641, 0.5058, -3.5005], [-2.2219, 0.7709, -0.0894], [-0.4158, 1.8316, 3.4897], [-2.1805, 0.4002, 1.5451], [-0.0616, -0.6173, 0.2126], [-3.6755, -1.4249, 0.6414], [0.1740, 2.6419, 2.0849]]}

***

Entry 4:
{"formula": "C3H4FI", "method": "the ωB97M-V functional and the def2-TZVPD basis", "spin_multiplicity": 1, "homo_ha": [-0.302, -0.302], "charge": 0, "lumo_ev": [-0.99, -0.99], "e_tot_ev": -13986.5980, "elements": ["I", "F", "C", "C", "C", "H", "H", "H", "H"], "positions_angstrom": [[-2.2902, -0.9366, 0.1083], [-0.9454, 2.6200, -0.1759], [0.2733, 2.0288, -0.0972], [0.5944, -1.2577, -0.1302], [-0.3433, -0.2921, 0.2693], [1.6414, -0.8547, -0.2085], [0.2687, -1.5964, -1.1536], [0.2039, -2.0859, 0.5677], [0.5971, 2.3746, 0.8202]]}

***

Entry 5:
{"formula": "C28H44BF4NO18", "method": "the ωB97M-V functional and the def2-TZVPD basis", "spin_multiplicity": 1, "homo_ha": -0.372, "charge": 0, "lumo_ev": -0.32, "smiles": "COCCCCCCC[C@@]1(O)OC(=O)O[C@@]1(CCC(C)C)B(N)O.O=C1OC[C@@H](F)O1.O=C1OC[C@@H](F)O1.O=C1OC[C@@H](F)O1.O=C1OC[C@@H](F)O1", "e_tot_ev": -79634.0459, "elements": ["F", "F", "F", "F", "O", "O", "O", "O", "O", "O", "O", "O", "O", "O", "O", "O", "O", "O", "O", "O", "O", "O", "N", "C", "C", "C", "C", "C", "C", "C", "C", "C", "C", "C", "C", "C", "C", "C", "C", "C", "C", "C", "C", "C", "C", "C", "C", "C", "C", "C", "C", "B", "H", "H", "H", "H", "H", "H", "H", "H", "H", "H", "H", "H", "H", "H", "H", "H", "H", "H", "H", "H", "H", "H", "H", "H", "H", "H", "H", "H", "H", "H", "H", "H", "H", "H", "H", "H", "H", "H", "H", "H", "H", "H", "H", "H"], "positions_angstrom": [[-4.0716, -2.2935, -1.2572], [3.0988, 5.7274, 4.5897], [-2.4128, 5.9842, 0.4609], [-5.7761, 3.1450, -7.3160], [-4.3047, 0.9905, -2.1646], [0.5541, 2.8123, 2.4126], [-1.3125, 9.4251, 3.0420], [-2.2191, 7.8967, 1.6097], [-0.0344, 7.7413, 2.1690], [-5.6606, 0.8169, -3.9983], [-8.3209, 0.2298, -9.4931], [-0.6002, 0.4072, 0.0693], [5.9027, -4.3107, 0.6592], [-0.2257, -4.3376, -0.9710], [1.6091, 4.6068, 3.3487], [1.8741, 2.5564, 4.2628], [-7.2658, 2.0244, -8.5570], [-4.9185, -1.0510, -2.9167], [-7.0009, -0.0261, -7.6429], [0.5671, 0.2549, 3.3072], [0.5667, -3.0520, 0.9331], [-0.6318, -1.8074, -0.7646], [2.4688, -1.3474, 2.6956], [6.0680, -2.9381, 0.0781], [-1.2004, 8.4372, 2.3354], [-0.1450, -3.1572, -0.3508], [-5.0185, 0.2952, -3.1019], [3.7618, 0.7721, -1.3954], [2.2173, 0.6788, -0.8543], [-1.5626, -1.8699, 2.1027], [-6.7330, 2.1914, -7.2627], [2.1419, 4.7739, 4.6430], [5.4738, -1.2364, -1.8822], [-6.1394, 0.8591, -6.9556], [4.1919, -0.3836, -2.4768], [0.1560, -0.8827, 0.1164], [-3.8260, -1.2207, -2.0423], [-2.2062, -4.4866, 2.7467], [5.0834, -2.6922, -1.2373], [-1.7680, -2.9993, 3.2688], [-0.3549, 6.6052, 1.3915], [-0.0022, -1.8001, 1.5063], [-1.5941, 7.0365, 0.6844], [-7.5896, 0.7034, -8.6393], [-3.2692, -4.5113, 1.5001], [-3.8230, 0.0356, -1.2403], [1.6606, -0.8409, -0.5932], [7.0221, -4.3933, 1.6331], [1.2853, 3.2858, 3.2664], [2.7355, 3.4416, 4.9501], [-0.9227, -5.4913, 2.4096], [0.9850, -0.9347, 2.5383], [2.9415, -0.4345, 2.9500], [3.9742, -2.7990, -0.8800], [-1.4123, 7.5733, -0.2528], [7.0254, -5.4464, 2.1474], [2.7438, 3.2271, 6.0221], [-5.1213, 0.7492, -7.3439], [-1.1098, -6.5173, 2.9812], [3.8733, 1.8249, -1.9469], [6.2996, -1.3837, -2.7269], [6.0146, -0.6023, -1.0291], [2.4636, -1.4759, -0.0266], [-4.4989, -0.0095, -0.3798], [5.3191, -3.5709, -1.9940], [2.5336, -2.0431, 3.4707], [-2.9118, -1.3848, -2.6228], [1.3474, 5.0808, 5.3315], [-0.7165, -3.1251, 3.8198], [6.9151, -3.5781, 2.4669], [-6.1311, 0.6446, -5.8836], [8.0354, -4.3122, 1.0243], [0.4559, 6.3624, 0.6994], [0.0885, -5.0671, 2.8179], [-4.2857, -3.9769, 1.7262], [3.7536, 3.3317, 4.5618], [2.2053, 1.2230, 0.2082], [0.7252, 1.0881, 2.7539], [7.1706, -2.7910, -0.3251], [-7.5275, 2.4983, -6.5742], [-0.9263, -5.7471, 1.2655], [-2.8230, 0.3014, -0.8874], [-1.7174, -0.8122, 2.6348], [-2.7554, -3.9981, 0.5530], [4.4781, 0.8418, -0.4568], [-3.4461, -5.6400, 1.1707], [-0.5209, 5.7481, 2.0527], [1.4989, 1.3326, -1.5372], [5.8590, -2.1494, 0.9298], [-2.3393, -1.8991, 1.2283], [4.6079, 0.1867, -3.4392], [1.5042, -1.3304, -1.6703], [-0.1309, 1.1058, 0.6178], [3.3067, -1.0491, -2.8636], [-2.5171, -2.6376, 4.1245], [-2.7624, -5.0102, 3.6645]]}

***

What did the fourth record say?
{"formula": "C3H4FI", "method": "the ωB97M-V functional and the def2-TZVPD basis", "spin_multiplicity": 1, "homo_ha": [-0.302, -0.302], "charge": 0, "lumo_ev": [-0.99, -0.99], "e_tot_ev": -13986.5980, "elements": ["I", "F", "C", "C", "C", "H", "H", "H", "H"], "positions_angstrom": [[-2.2902, -0.9366, 0.1083], [-0.9454, 2.6200, -0.1759], [0.2733, 2.0288, -0.0972], [0.5944, -1.2577, -0.1302], [-0.3433, -0.2921, 0.2693], [1.6414, -0.8547, -0.2085], [0.2687, -1.5964, -1.1536], [0.2039, -2.0859, 0.5677], [0.5971, 2.3746, 0.8202]]}